# 1
# C24H29N3O4

The molecule C24H29N3O4 (the ωB97M-V functional and the def2-TZVPD basis, OMol25).

Calculated values
Energy above the lowest of the compared OMol25 structures with the same formula, charge and spin ... 50.3 kcal per mole
SMILES ... COC[C@@H](C)n1c(C)cc(C(=O)COC(=O)c2c(C)nn(-c3ccccc3)c2C)c1C
HOMO-LUMO gap ... 8.72 eV
Energy ... -1397.179217 hartree

Cartesian coordinates (Å):
C -5.0893 0.3651 -0.2545
O -4.8473 -0.5697 0.7712
C -3.9521 -1.6052 0.4397
C -2.4721 -1.1864 0.5464
C -1.5435 -2.3877 0.7461
N -2.0141 -0.3558 -0.5520
C -1.3899 0.8576 -0.3451
C -1.2114 1.4808 0.9953
C -0.9670 1.3386 -1.5471
C -1.3391 0.3939 -2.5405
C -0.9342 0.3836 -3.9353
O -1.5667 -0.1096 -4.8458
C 0.4754 0.9511 -4.1684
O 1.3183 0.4129 -3.1613
C 1.8307 1.2591 -2.2481
O 1.9367 2.4518 -2.4309
C 2.1653 0.5708 -1.0099
C 1.9618 -0.7947 -0.6653
C 1.5118 -1.9155 -1.5251
N 2.2495 -0.9820 0.6019
N 2.6211 0.2110 1.1072
C 2.9967 0.2802 2.4576
C 2.6729 1.3745 3.2514
C 3.0644 1.3956 4.5785
C 3.7611 0.3300 5.1220
C 4.0569 -0.7725 4.3363
C 3.6775 -0.8015 3.0084
C 2.5952 1.1815 0.1660
C 3.0104 2.5870 0.3800
C -2.0029 -0.6381 -1.8855
C -2.5733 -1.8452 -2.5394
H -4.2106 0.9784 -0.4754
H -5.4129 -0.1329 -1.1757
H -5.8912 1.0068 0.1061
H -4.1333 -2.3835 1.1862
H -4.1849 -2.0087 -0.5505
H -2.4097 -0.5654 1.4448
H -1.7696 -2.8742 1.6910
H -0.5082 -2.0539 0.7669
H -1.6539 -3.1187 -0.0492
H -2.1652 1.6460 1.4978
H -0.5810 0.8647 1.6387
H -0.7262 2.4443 0.8621
H -0.4886 2.2829 -1.7107
H 0.4774 2.0461 -4.1106
H 0.8394 0.6341 -5.1489
H 1.5088 -2.8355 -0.9464
H 2.1786 -2.0213 -2.3781
H 0.5142 -1.7172 -1.9115
H 2.1012 2.1935 2.8464
H 2.8149 2.2483 5.1921
H 4.0644 0.3546 6.1577
H 4.5890 -1.6112 4.7591
H 3.8926 -1.6520 2.3813
H 2.1702 3.1921 0.7212
H 3.8123 2.6512 1.1134
H 3.3393 3.0011 -0.5697
H -2.1291 -1.9432 -3.5278
H -2.3932 -2.7565 -1.9746
H -3.6478 -1.7313 -2.6897

Forces on atoms 1 to 3 (eV/Å):
C -0.02 0.14 -0.08
O 0.04 -0.07 0.16
C 0.23 0.14 0.18



# 2
# C2H3ClN3O

A structure of composition C2H3ClN3O (the ωB97M-V functional and the def2-TZVPD basis, OMol25).

Calculated values
Energy above the lowest of the compared OMol25 structures with the same formula, charge and spin ... 104.4 kcal per mole
HOMO-LUMO gap (spin up / spin down) ... 7.61 / 7.17 eV
Energy ... -777.560678 hartree
Charge ... -1

Cartesian coordinates (Å):
C -0.0755 -1.0812 0.0194
C 1.1918 -1.3638 0.0657
N -0.6631 0.2830 -0.1456
N 1.3450 1.1453 -0.0585
N 0.1358 1.3362 -0.0820
O 2.2314 1.9437 0.1860
Cl -3.5283 0.7710 0.1199
H -0.9087 -1.7585 0.0181
H 2.1244 -1.7288 0.1465
H -1.8528 0.4531 -0.2695

Forces on atoms 1 to 3 (eV/Å):
C -0.80 2.29 -0.59
C -2.86 2.86 -0.22
N -0.45 -2.06 0.12



# 3
# C9H9NO3P

The ion C9H9NO3P with charge +1 (the ωB97M-V functional and the def2-TZVPD basis, OMol25).

Calculated values
Energy above the lowest of the compared OMol25 structures with the same formula, charge and spin ... 151.0 kcal per mole
SMILES ... O=P(O)(O)c1cccc2cc[nH+]cc12
HOMO-LUMO gap ... 7.27 eV
Energy ... -969.807835 hartree
Charge ... +1

Cartesian coordinates (Å):
O -0.1375 -1.0072 3.2607
P -0.8686 0.1463 2.5606
O -0.0064 1.6493 2.6641
O -2.4152 0.4753 3.2579
C -1.0404 -0.1669 0.6798
C -2.4183 -0.3761 0.0104
C -2.4519 -0.5836 -1.5512
C -1.1026 -0.5646 -2.3299
C 0.2962 -0.3839 -1.6574
C 1.6790 -0.3950 -2.4151
C 2.9740 -0.1516 -1.5803
N 2.9647 0.0400 -0.1417
C 1.7301 0.0174 0.6146
C 0.3431 -0.1752 -0.1081
H -0.4047 2.1686 1.9102
H -2.4900 1.4667 3.2784
H -3.3762 -0.3799 0.6342
H -3.4588 -0.7118 -2.0702
H -1.1601 -0.6980 -3.4608
H 1.6977 -0.5776 -3.5457
H 3.9671 -0.1297 -2.1367
H 3.8579 0.1948 0.3647
H 1.8210 0.1428 1.7614

Forces on atoms 1 to 3 (eV/Å):
O -1.90 3.45 -2.21
P 0.51 -1.31 2.47
O -2.52 -2.11 -1.60